1.
Here is an isolated ion of composition C6H13N2O and charge +1 in a non-equilibrium geometry from OMol25. Energies are from the ωB97M-V functional and the def2-TZVPD basis.

## Properties
- 2S+1 = 1
- SMILES string = CC(C)C1=CN[C@H](O)[NH2+]1
- LUMO (eV) = -3.2
- energy relative to the best compared isomer or geometry (same formula, charge and spin) (kcal per mole) = 57.2
- net charge = +1
- HOMO level (Ha) = -0.471

Each line ends with the Mulliken charge.
Positions of all 22 atoms, in Å:
C (-2.055, -0.201, 1.350)  -1.316
C (-1.312, -0.459, 0.061)  0.994
C (-2.116, -0.150, -1.234)  -1.372
C (0.059, 0.216, -0.016)  -0.408
C (0.785, 0.809, -1.127)  -0.598
N (2.103, 1.051, -0.758)  -0.231
C (2.380, 0.201, 0.363)  -0.301
O (2.744, -1.109, 0.006)  -0.479
N (1.048, 0.051, 1.069)  0.137
H (-2.231, 0.947, 1.590)  0.294
H (-1.579, -0.571, 2.257)  0.385
H (-3.037, -0.724, 1.387)  0.361
H (-0.941, -1.562, -0.068)  0.192
H (-3.081, -0.524, -1.243)  0.430
H (-1.526, -0.584, -2.086)  0.327
H (-2.163, 1.042, -1.257)  0.283
H (0.477, 1.187, -2.056)  0.512
H (2.753, 1.315, -1.475)  0.258
H (3.226, 0.492, 0.932)  0.392
H (2.500, -1.221, -0.890)  0.368
H (0.819, 0.708, 1.769)  0.376
H (1.147, -0.917, 1.426)  0.398

***

2.
Here is a 2-piece molecular cluster, C6H10O3 overall from OMol25. Energies are from the ωB97M-V functional and the def2-TZVPD basis.

## Properties
- 2S+1 = 1
- SMILES string = C=CC(=O)CO.C=CO
- LUMO (eV) = 0.1
- energy relative to the best compared isomer or geometry (same formula, charge and spin) (kcal per mole) = 48.4
- HOMO level (Ha) = -0.325

Each line ends with the Mulliken charge.
Positions of all 19 atoms, in Å:
C (2.243, 0.774, 0.376)  -0.770
C (1.308, 0.055, 0.986)  -0.168
C (0.793, -1.184, 0.377)  0.877
O (1.369, -1.776, -0.505)  -0.573
C (-0.527, -1.730, 0.927)  -0.627
O (-1.418, -0.767, 1.440)  -0.544
H (2.635, 0.454, -0.574)  0.282
H (2.626, 1.692, 0.788)  0.287
H (0.888, 0.368, 1.931)  0.183
H (-1.053, -2.240, 0.117)  0.319
H (-0.279, -2.488, 1.686)  0.372
H (-1.101, -0.442, 2.288)  0.328
C (-1.075, 0.524, -2.120)  -0.764
C (-0.912, 1.589, -1.353)  0.069
O (-1.171, 1.678, -0.032)  -0.487
H (-1.453, -0.404, -1.730)  0.214
H (-0.835, 0.542, -3.157)  0.261
H (-0.551, 2.534, -1.747)  0.368
H (-1.489, 0.822, 0.303)  0.374

***

3.
Here is one molecule with the formula C5H6O from OMol25. Energies are from the ωB97M-V functional and the def2-TZVPD basis.

## Properties
- 2S+1 = 1
- SMILES string = C=C=CCC=O
- LUMO (eV) = 0.4
- energy relative to the best compared isomer or geometry (same formula, charge and spin) (kcal per mole) = 72.6
- HOMO level (Ha) = -0.337

Each line ends with the Mulliken charge.
Positions of all 12 atoms, in Å:
C (1.705, 0.291, 0.731)  -0.731
C (1.357, -0.010, -0.500)  0.166
C (0.291, -0.252, -1.230)  -0.267
C (-0.822, -0.805, -0.351)  -0.429
C (-1.233, 0.486, 0.369)  -0.115
O (-1.072, 1.533, -0.211)  -0.439
H (2.580, 0.003, 1.293)  0.276
H (0.936, 0.845, 1.274)  0.235
H (0.055, 0.171, -2.199)  0.307
H (-1.705, -1.181, -0.879)  0.290
H (-0.447, -1.592, 0.309)  0.291
H (-1.646, 0.511, 1.394)  0.415

***

4.
Here is one molecule with the formula C3H3P3 in a non-equilibrium geometry from OMol25. Energies are from the ωB97M-V functional and the def2-TZVPD basis.

## Properties
- 2S+1 = 1
- LUMO (spin up / spin down) (eV) = -1.6 / -1.5
- energy relative to the best compared isomer or geometry (same formula, charge and spin) (kcal per mole) = 99.4
- HOMO level (spin up / spin down) (Ha) = -0.292 / -0.301

Each line ends with the Mulliken charge.
Positions of all 9 atoms, in Å:
C (-0.479, 0.792, -1.151)  -0.288
C (-0.135, -0.326, -0.342)  0.714
C (-0.312, -0.346, 1.032)  -0.207
P (0.172, 1.988, -2.093)  -0.063
P (0.957, -1.747, -0.924)  0.017
P (-0.773, -0.461, 2.541)  -0.268
H (-0.984, 2.515, -2.553)  0.019
H (1.199, -2.445, 0.269)  0.047
H (0.355, 0.031, 3.223)  0.028

***

5.
Here is one molecule with the formula C21H27N3O5S2 in a non-equilibrium geometry from OMol25. Energies are from the ωB97M-V functional and the def2-TZVPD basis.

## Properties
- 2S+1 = 1
- SMILES string = COc1cc(/C=C2\SC(=S)N(CCC(=O)N3CCN(C)CC3)C2=O)cc(OC)c1OC
- LUMO (eV) = -0.9
- energy relative to the best compared isomer or geometry (same formula, charge and spin) (kcal per mole) = 26.0
- HOMO level (Ha) = -0.289

Each line ends with the Mulliken charge.
Positions of all 58 atoms, in Å:
C (-4.994, -3.635, 0.486)  -0.942
O (-5.308, -2.264, 0.516)  -0.450
C (-4.298, -1.358, 0.709)  1.158
C (-2.974, -1.731, 0.867)  -0.688
C (-1.957, -0.790, 1.064)  0.523
C (-0.619, -1.268, 1.215)  -0.695
C (0.539, -0.601, 1.437)  0.062
S (0.825, 1.116, 1.639)  -0.284
C (2.565, 0.875, 1.805)  0.585
S (3.620, 2.100, 2.001)  -0.204
N (2.860, -0.449, 1.743)  0.023
C (4.204, -0.967, 1.907)  -1.163
C (4.807, -1.457, 0.587)  -0.798
C (5.100, -0.273, -0.327)  0.691
O (6.095, 0.400, -0.133)  -0.690
N (4.231, 0.020, -1.322)  0.192
C (3.063, -0.704, -1.762)  -1.180
C (1.857, 0.234, -1.851)  -0.310
N (2.147, 1.356, -2.721)  -0.133
C (0.992, 2.211, -2.884)  -1.059
C (3.293, 2.085, -2.205)  -0.422
C (4.505, 1.162, -2.173)  -1.032
C (1.808, -1.324, 1.535)  -0.095
O (1.952, -2.525, 1.440)  -0.661
C (-2.298, 0.567, 1.099)  -0.668
C (-3.610, 0.962, 0.941)  0.573
O (-4.036, 2.250, 0.957)  -0.482
C (-3.083, 3.269, 1.152)  -0.856
C (-4.640, 0.007, 0.745)  0.551
O (-5.863, 0.561, 0.610)  -0.452
C (-7.025, -0.215, 0.425)  -0.820
H (-4.314, -3.876, -0.337)  0.352
H (-4.558, -3.970, 1.433)  0.356
H (-5.943, -4.144, 0.329)  0.254
H (-2.701, -2.773, 0.841)  0.474
H (-0.486, -2.342, 1.140)  0.382
H (4.143, -1.805, 2.608)  0.395
H (4.824, -0.171, 2.324)  0.569
H (4.170, -2.217, 0.142)  0.455
H (5.772, -1.908, 0.823)  0.457
H (2.821, -1.528, -1.093)  0.460
H (3.261, -1.111, -2.762)  0.342
H (1.006, -0.318, -2.259)  0.522
H (1.585, 0.581, -0.840)  0.166
H (0.175, 1.630, -3.308)  0.322
H (0.654, 2.652, -1.933)  0.340
H (1.243, 3.016, -3.572)  0.354
H (3.497, 2.929, -2.868)  0.481
H (3.104, 2.477, -1.190)  0.233
H (5.377, 1.678, -1.771)  0.452
H (4.719, 0.810, -3.189)  0.320
H (-1.527, 1.302, 1.248)  0.288
H (-3.646, 4.200, 1.131)  0.238
H (-2.336, 3.280, 0.352)  0.313
H (-2.579, 3.171, 2.118)  0.351
H (-7.837, 0.509, 0.361)  0.279
H (-7.201, -0.888, 1.267)  0.292
H (-6.982, -0.796, -0.498)  0.283

***

6.
Here is one molecule with the formula C7H14N2 in a non-equilibrium geometry from OMol25. Energies are from the ωB97M-V functional and the def2-TZVPD basis.

## Properties
- 2S+1 = 1
- SMILES string = CC(C)=N/C(C)=C(\C)N
- LUMO (eV) = 0.9
- energy relative to the best compared isomer or geometry (same formula, charge and spin) (kcal per mole) = 42.6
- HOMO level (Ha) = -0.251

Each line ends with the Mulliken charge.
Positions of all 23 atoms, in Å:
C (-2.188, 0.949, -1.338)  -1.460
C (-1.056, 0.773, -0.356)  0.950
C (-1.480, 0.768, 1.097)  -1.260
N (0.172, 1.110, -0.793)  -0.615
C (1.078, 0.405, -0.095)  0.377
C (2.238, 1.128, 0.526)  -1.449
C (0.737, -0.939, 0.120)  0.830
C (0.223, -1.814, -1.004)  -1.464
N (1.239, -1.669, 1.187)  -0.465
H (-2.850, 1.767, -1.033)  0.397
H (-2.777, 0.028, -1.386)  0.303
H (-1.814, 1.182, -2.336)  0.331
H (-1.922, -0.198, 1.357)  0.293
H (-0.656, 0.974, 1.781)  0.272
H (-2.247, 1.531, 1.270)  0.417
H (2.232, 1.082, 1.620)  0.343
H (3.186, 0.720, 0.165)  0.304
H (2.206, 2.191, 0.273)  0.380
H (-0.716, -2.297, -0.716)  0.295
H (0.045, -1.253, -1.921)  0.328
H (0.949, -2.605, -1.235)  0.469
H (1.515, -2.626, 1.005)  0.221
H (1.886, -1.208, 1.811)  0.205

***

7.
Here is C30H27MoN10O3S2 as an isolated structure from OMol25. Energies are from the ωB97M-V functional and the def2-TZVPD basis.

## Properties
- 2S+1 = 1
- LUMO (spin up / spin down) (eV) = -3.8 / -3.8
- net charge = +1
- HOMO level (spin up / spin down) (Ha) = -0.379 / -0.379

Each line ends with the Mulliken charge.
Positions of all 73 atoms, in Å:
Mo (-0.149, 0.088, 0.471)  0.587
O (-2.909, -0.316, 5.355)  -0.638
C (-2.666, -1.582, 4.982)  0.312
C (-3.098, -2.596, 5.838)  -0.679
C (-2.881, -3.919, 5.520)  -0.382
C (-2.226, -4.274, 4.341)  -0.933
C (-1.798, -3.281, 3.489)  -0.360
C (-2.012, -1.928, 3.785)  0.179
C (-1.557, -0.922, 2.825)  1.374
O (-1.040, -1.326, 1.702)  -0.715
N (-1.732, 0.347, 3.065)  -1.310
N (-1.311, 1.119, 1.982)  0.723
C (-1.622, 2.371, 2.084)  -0.561
C (-1.384, 3.367, 1.086)  0.682
C (-1.816, 4.686, 1.312)  -0.844
C (-1.611, 5.666, 0.373)  -0.782
C (-0.958, 5.341, -0.824)  -0.591
C (-0.522, 4.057, -1.066)  -0.893
C (-0.736, 3.053, -0.115)  0.395
O (-0.305, 1.825, -0.375)  0.340
H (-2.539, 0.285, 4.676)  0.513
H (-3.599, -2.308, 6.752)  0.462
H (-3.221, -4.689, 6.201)  0.391
H (-2.049, -5.313, 4.103)  0.431
H (-1.274, -3.527, 2.575)  0.407
H (-2.121, 2.669, 3.003)  0.303
H (-2.316, 4.915, 2.245)  0.418
H (-1.945, 6.676, 0.555)  0.420
H (-0.790, 6.107, -1.568)  0.440
H (-0.012, 3.794, -1.983)  0.498
S (1.641, 0.116, 1.761)  -0.377
C (2.982, 0.115, 0.599)  0.585
N (4.184, 0.074, 1.086)  -0.585
N (5.292, 0.048, 0.415)  -0.043
C (5.570, 0.317, -0.962)  0.637
C (6.451, -0.537, -1.610)  -0.402
C (6.814, -0.281, -2.924)  -0.530
C (6.302, 0.827, -3.582)  -0.626
C (5.438, 1.689, -2.915)  -0.601
C (5.073, 1.441, -1.604)  -0.161
N (2.703, 0.080, -0.734)  -0.620
N (1.495, 0.038, -1.074)  0.796
C (1.322, -0.006, -2.502)  -0.314
C (0.127, 0.446, -3.048)  0.385
C (-0.049, 0.420, -4.421)  -0.934
C (0.953, -0.073, -5.245)  -0.521
C (2.138, -0.539, -4.692)  -0.782
C (2.330, -0.506, -3.322)  -0.435
H (6.095, -0.107, 1.005)  0.260
H (6.840, -1.404, -1.091)  0.424
H (7.495, -0.951, -3.430)  0.402
H (6.583, 1.028, -4.606)  0.429
H (5.053, 2.565, -3.419)  0.415
H (4.411, 2.122, -1.084)  0.436
H (-0.645, 0.831, -2.395)  0.500
H (-0.972, 0.784, -4.851)  0.432
H (0.808, -0.099, -6.316)  0.417
H (2.916, -0.936, -5.331)  0.435
H (3.249, -0.870, -2.884)  0.477
C (-5.497, -1.785, 0.113)  -1.284
C (-4.165, -2.372, -0.151)  1.066
N (-3.884, -3.630, -0.248)  -0.837
N (-2.533, -3.670, -0.453)  0.372
C (-1.970, -2.466, -0.501)  0.183
S (-0.369, -2.064, -0.864)  -0.406
N (-3.012, -1.622, -0.304)  0.489
N (-2.852, -0.240, -0.318)  -0.582
H (-6.222, -2.590, 0.186)  0.368
H (-5.799, -1.111, -0.690)  0.319
H (-5.493, -1.227, 1.051)  0.307
H (-2.061, -4.554, -0.548)  0.199
H (-3.137, 0.143, 0.579)  0.218
H (-3.406, 0.171, -1.064)  0.304

***

8.
Here is C12H18FO6Tl as an isolated structure in a non-equilibrium geometry from OMol25. Energies are from the ωB97M-V functional and the def2-TZVPD basis.

## Properties
- 2S+1 = 2
- LUMO (spin up / spin down) (eV) = -3.0 / -7.5
- net charge = +1
- HOMO level (spin up / spin down) (Ha) = -0.474 / -0.474
- ⟨S²⟩ = 0.75

Each line ends with the Löwdin spin population.
Positions of all 38 atoms, in Å:
Tl (-0.854, -2.168, 3.655)  0.038
F (-2.421, -2.904, 6.062)  0.943
O (-1.696, -1.431, 0.950)  0.006
C (-2.030, -0.969, -0.113)  0.000
O (-1.604, -1.514, -1.290)  0.000
C (-2.171, -0.997, -2.466)  0.000
C (-2.595, 0.360, -1.899)  0.000
C (-2.962, 0.210, -0.374)  0.000
H (-3.012, -1.545, -2.889)  0.000
H (-1.404, -0.949, -3.239)  0.000
H (-3.439, 0.802, -2.428)  0.000
H (-1.820, 1.105, -2.078)  0.000
H (-3.948, -0.132, -0.060)  0.000
H (-2.648, 1.093, 0.183)  0.000
O (-0.001, 0.578, 2.804)  0.005
C (0.035, 1.492, 1.992)  0.000
O (0.697, 1.448, 0.873)  0.000
C (0.846, 2.703, 0.176)  0.000
C (0.308, 3.630, 1.267)  0.000
C (-0.770, 2.767, 1.995)  0.000
H (0.220, 2.671, -0.716)  0.000
H (1.871, 2.974, -0.078)  0.000
H (-0.140, 4.492, 0.773)  0.000
H (1.033, 3.888, 2.039)  0.000
H (-1.753, 2.767, 1.525)  0.000
H (-0.891, 3.062, 3.037)  0.000
O (1.274, -2.189, 1.562)  0.007
C (1.921, -2.097, 0.472)  0.000
O (3.026, -2.877, 0.314)  0.000
C (3.609, -2.715, -0.948)  0.000
C (2.948, -1.577, -1.639)  0.000
C (1.609, -1.373, -0.878)  0.000
H (3.588, -3.660, -1.491)  0.000
H (4.661, -2.435, -0.886)  0.000
H (2.778, -1.561, -2.715)  0.000
H (3.644, -0.754, -1.472)  0.000
H (0.700, -1.895, -1.180)  0.000
H (1.392, -0.305, -0.839)  0.000

***

Number 1: calculated total energy -11452.2353 eV. Number 2: calculated total energy -12524.6723 eV. Number 3: calculated total energy -7326.1373 eV. Number 4: calculated total energy -31019.1077 eV. Number 5: calculated total energy -58592.8909 eV. Number 6: calculated total energy -10464.5194 eV. Number 7: calculated total energy -76112.3703 eV. Number 8: calculated total energy -32422.8660 eV.